Below is a single C3H8N2O molecule at a distorted geometry, with properties calculated with ωB97M-V with the def2-TZVPD basis set.

The geometry in XYZ format:
```
14
Properties=species:S:1:pos:R:3:forces:R:3
N -0.824461 -0.933506 -1.876611 -0.7 -0.4 -0.2
C 0.122792 -0.506154 -0.864509 0.7 -0.5 -0.1
C -0.406782 0.705917 -0.109648 -0.4 0.4 0.6
N -0.275789 0.565411 1.359243 0.6 0.0 0.4
C 1.003716 0.758440 1.853369 1.6 0.3 -1.5
O 1.944887 0.948628 1.099575 -0.3 0.3 0.3
H -1.710132 -1.247563 -1.495841 0.0 0.3 0.3
H -0.551732 -1.724118 -2.444101 0.7 0.1 0.0
H 0.441267 -1.233820 -0.098406 -0.7 -0.4 0.0
H 1.096994 -0.373728 -1.347970 -0.3 0.7 -0.1
H -1.470976 0.902294 -0.235149 -0.2 -0.8 -0.4
H -0.013187 1.663393 -0.456660 0.6 -0.3 0.4
H -0.621892 -0.331786 1.697805 -0.5 0.5 0.1
H 1.265296 0.806593 2.918903 -1.0 -0.4 0.3
```
Forces are in eV/Å.

- total energy (Ha) = -303.83606
- E_HOMO (eV) = -9.47
- ΔE to the lowest compared entry with this formula, charge and spin (eV) = 1.526

Quick look at the natural (NBO) charges, all values in e: -0.8320 -0.2368 -0.2438 -0.6357 0.5082 -0.5911 0.3471 0.3614 0.1545 0.2120 0.2070 0.2293 0.3804 0.1397

***

Below is a single C7H11OPS molecule at a distorted geometry, with properties calculated with ωB97M-V with the def2-TZVPD basis set.

The geometry in XYZ format:
```
21
Properties=species:S:1:pos:R:3:forces:R:3
C -1.320733 -2.701925 -0.226180 -1.3 -1.1 -0.1
C -0.574991 -1.831309 0.057096 1.8 3.8 1.3
C 0.230460 -0.600803 0.395519 0.2 -3.0 0.5
C 0.643533 -0.431830 1.673046 1.7 3.2 -3.0
C 1.637572 0.697075 2.032029 -1.9 0.5 -1.5
C 0.963013 1.863136 2.770668 -0.9 -1.2 -0.2
S 0.953794 0.181939 -0.980283 -0.7 -0.5 -1.7
P -0.305263 -0.971719 -2.726157 0.8 0.3 2.1
C -1.841363 -0.049016 -2.347779 -1.1 -2.7 0.6
O 0.133360 -0.033384 -3.961809 -0.8 1.1 -0.2
H -2.144620 -3.339361 -0.349633 -0.2 -0.7 -0.3
H 0.122223 -0.870867 2.418839 -1.3 -1.7 2.3
H 2.125467 1.106171 1.137100 -0.2 -0.4 0.0
H 2.424249 0.370602 2.653760 0.8 -0.8 0.8
H 0.586758 1.457707 3.693147 -0.6 0.1 0.5
H 0.237924 2.529541 2.300818 -0.3 -0.8 -0.5
H 1.695226 2.524415 3.043747 2.2 1.7 0.9
H -1.657279 0.867175 -2.760452 0.7 3.2 0.2
H -2.289442 -0.194332 -1.305135 0.9 0.6 -1.6
H -2.565421 -0.342229 -3.112819 -0.4 -0.9 0.2
H 0.945533 -0.230987 -4.405521 0.7 -0.5 -0.3
```
Forces are in eV/Å.

- total energy (Ha) = -1087.99428
- E_HOMO (eV) = -7.87
- ΔE to the lowest compared entry with this formula, charge and spin (eV) = 0.000

Quick look at the natural (NBO) charges, all values in e: -0.2436 -0.0259 -0.2629 -0.1554 -0.4278 -0.5968 -0.1169 1.1240 -1.0070 -1.0100 0.2351 0.1999 0.2140 0.2119 0.1963 0.2123 0.2026 0.2413 0.2679 0.2324 0.5087

***

Below is 3 unconnected molecules or ions with the total composition C2H9NO4 at a distorted geometry, with properties calculated with ωB97M-V with the def2-TZVPD basis set.

The geometry in XYZ format:
```
16
Properties=species:S:1:pos:R:3:forces:R:3
N -1.923603 2.349992 -2.152346 0.1 -2.0 0.1
C -2.058879 1.393921 -1.029216 1.2 2.4 2.1
C -0.996127 0.278974 -0.935024 -2.3 0.1 -3.1
O -0.737184 -0.250790 -2.009193 1.1 -0.2 2.5
O -0.696272 -0.157271 0.343501 -0.7 0.6 -2.2
H -2.300085 3.283669 -2.086658 0.2 -0.3 0.6
H -0.976128 2.280457 -2.446230 0.5 0.6 -0.6
H -1.824556 1.897398 -0.064736 -1.0 0.1 -0.2
H -3.072194 1.000842 -1.030341 0.1 -0.5 0.3
H -0.696728 -1.093526 0.143849 0.7 -1.0 0.6
O 2.498168 -4.028193 4.813132 0.4 1.8 0.5
H 3.083427 -3.244109 4.715320 0.1 -1.0 -0.6
H 1.954183 -3.606291 5.495507 -0.5 -0.8 0.0
O 2.643489 0.862461 -0.234447 0.0 -2.1 2.2
H 2.693397 1.490245 -0.921185 0.8 0.5 -1.5
H 3.268333 0.094348 -0.257602 -0.8 1.6 -0.7
```
Forces are in eV/Å.

- total energy (Ha) = -437.27755
- E_HOMO (eV) = -9.23
- ΔE to the lowest compared entry with this formula, charge and spin (eV) = 1.901

Quick look at the natural (NBO) charges, all values in e: -0.8536 -0.3221 0.7743 -0.5719 -0.6672 0.3789 0.3665 0.1800 0.2201 0.4943 -0.9209 0.4605 0.4604 -0.9663 0.4790 0.4879

***

Below is a molecular structure, C13H25CeIP2 at a distorted geometry, with properties calculated with ωB97M-V with the def2-TZVPD basis set.

The geometry in XYZ format:
```
42
Properties=species:S:1:pos:R:3:forces:R:3
C 0.336991 -1.015807 -4.266284 0.1 -0.6 -0.7
C 0.348676 0.479095 -4.645402 0.4 0.4 -0.9
H 1.201435 -1.341526 -3.649987 -0.2 -0.1 -0.3
H 0.433158 -1.592064 -5.191019 -0.1 0.0 0.2
H -0.622568 -1.399117 -3.831270 0.5 0.2 -0.1
H 1.008930 1.159167 -4.049880 -0.2 -0.3 -0.4
H 0.800238 0.546421 -5.637406 -0.1 0.2 0.1
H -0.657912 0.919678 -4.723786 0.3 -0.1 0.0
Ce -0.036849 0.214719 -2.094132 -1.4 -0.3 3.1
C -1.233034 2.182562 -2.351077 0.2 0.0 0.0
H -0.451602 2.899591 -2.671109 -0.1 -0.1 0.1
H -1.780887 2.588583 -1.490582 0.1 -0.1 -0.4
H -1.902624 2.006941 -3.210059 0.0 0.0 0.3
I -1.550870 -2.263609 -1.383393 0.7 0.9 -0.3
C 2.512761 -2.163887 0.123165 0.0 -0.1 -0.6
P 1.587360 -0.607420 0.312533 0.1 -0.8 1.6
C 2.858737 0.500806 1.015215 0.1 0.4 -0.5
C 0.598542 -0.940815 1.859202 -1.0 0.5 -0.5
C 0.879682 -1.954260 2.774776 0.1 0.0 0.1
C 0.121065 -2.072902 3.950620 0.1 0.3 -0.4
C -0.919968 -1.180484 4.209509 0.1 0.1 -0.3
C -1.243800 -0.190348 3.273848 0.1 -0.1 0.1
C -0.510386 -0.085883 2.092992 0.7 -0.4 -0.7
P -0.983694 1.081614 0.734619 -0.7 -0.9 1.4
C -1.141884 2.617717 1.710587 0.3 0.7 -0.5
C -2.757590 0.647316 0.526762 0.0 -0.1 -0.3
H 3.218077 -2.043491 -0.708463 0.0 -0.2 0.2
H 1.816509 -2.973158 -0.124866 0.2 0.1 0.1
H 3.070313 -2.413547 1.034573 -0.1 0.1 -0.3
H 2.390712 1.403131 1.423816 0.1 -0.1 -0.1
H 3.423568 -0.002704 1.811660 -0.3 0.0 -0.2
H 3.542790 0.794035 0.210598 0.1 0.0 0.2
H 1.684350 -2.664668 2.579706 -0.2 0.2 0.2
H 0.356729 -2.863169 4.658753 -0.1 0.2 -0.1
H -1.499101 -1.258656 5.126308 0.1 0.0 -0.2
H -2.076630 0.491784 3.471492 0.3 -0.3 0.0
H -0.358056 2.668911 2.473810 -0.1 0.0 -0.2
H -1.026810 3.463765 1.024702 -0.1 0.1 0.3
H -2.126508 2.668147 2.194515 0.3 -0.1 -0.2
H -3.183540 1.289705 -0.252920 -0.2 -0.1 0.2
H -2.849040 -0.400782 0.207886 -0.1 0.5 0.3
H -3.277289 0.804593 1.479985 0.1 0.0 -0.3
```
Forces are in eV/Å.

- charge = +2
- total energy (Ha) = -1965.24097
- E_HOMO (spin up / spin down) (eV) = -15.09 / -15.09
- ΔE to the lowest compared entry with this formula, charge and spin (eV) = 0.000

Quick look at the Löwdin charges, all values in e: -0.2259 -0.1637 0.0925 0.1367 -0.0065 0.0812 0.1304 0.1018 0.5375 -0.2172 0.0609 0.0175 0.0546 0.5978 -0.2530 0.7817 -0.2295 -0.3689 -0.0582 -0.0290 -0.0304 -0.0651 -0.3811 0.8438 -0.2221 -0.2611 0.0570 0.0541 0.0610 0.0537 0.0760 0.0528 0.1053 0.1238 0.1244 0.1164 0.0645 0.0480 0.0651 0.0514 -0.0381 0.0603

***

Below is a molecular structure, C6H10O, with properties calculated with ωB97M-V with the def2-TZVPD basis set.

The geometry in XYZ format:
```
17
Properties=species:S:1:pos:R:3:forces:R:3
C 0.100158 -0.397195 2.137031 0.0 0.0 0.0
C -0.475312 -0.604433 0.754881 0.2 -0.2 0.2
O -1.707770 0.102574 0.546676 -0.1 0.0 0.0
C -1.174897 0.764638 -0.602658 0.0 0.3 -0.3
C -0.397036 1.950724 -0.382505 -0.3 0.0 -0.2
C 0.234277 0.103101 -0.416782 0.2 -0.1 0.0
C 0.908014 -0.620258 -1.562273 0.0 0.0 0.0
H 1.053564 -0.929395 2.235996 -0.1 0.1 0.0
H 0.259516 0.670522 2.316081 0.0 -0.1 0.0
H -0.588542 -0.776669 2.897779 0.1 0.0 -0.1
H -0.612066 -1.673353 0.535859 0.0 0.1 0.0
H -1.727739 0.557753 -1.522491 0.1 0.0 0.1
H 0.007542 2.203860 -1.384244 -0.1 0.0 0.1
H 0.896820 0.901198 0.012543 0.2 -0.2 0.0
H 1.928858 -0.904148 -1.285487 -0.2 0.0 -0.1
H 0.362939 -1.527067 -1.843785 0.0 0.1 0.1
H 0.973704 0.025236 -2.444671 0.0 -0.1 0.1
```
Forces are in eV/Å.

- total energy (Ha) = -309.68813
- E_HOMO (eV) = -8.63
- ΔE to the lowest compared entry with this formula, charge and spin (eV) = 4.197

Quick look at the natural (NBO) charges, all values in e: -0.6347 0.1172 -0.5237 -0.0078 -0.2331 -0.2420 -0.6090 0.2094 0.2295 0.2245 0.1768 0.2039 0.1381 0.2893 0.2198 0.2178 0.2239